This record from the OMol25 dataset describes a structure of composition C28H25CdIN9O3S at a distorted geometry. The level of theory is wB97M-V/def2-TZVPD.

The energy above the lowest of the compared OMol25 structures with the same formula, charge and spin is 0.4463 eV. The highest occupied orbital energy comes out at -4.163 eV. For the total energy, the calculation gives -72498.3765 eV. As for the charge: -1. Its LUMO energy is 1.9 eV. The largest force on an atom comes out at 1.4 eV/A.

Last column: Mulliken charge in e.
Positions of all 68 atoms, in Å:
Cd 1.16324 -0.70121 -0.67258  1.095
C 2.90285 -4.13447 0.93944  -1.175
C 1.80181 -3.71073 1.85177  1.045
N 1.83493 -4.06022 3.10512  -0.712
C 0.83364 -3.68169 3.91594  -0.973
C -0.24509 -2.93697 3.51754  0.993
C -1.30356 -2.58296 4.52441  -0.792
O -2.53033 -3.27116 4.30598  -0.548
C -0.32969 -2.52926 2.15728  0.242
C -1.40660 -1.73763 1.68411  -1.056
N -1.46170 -1.22887 0.49779  0.376
C -2.45103 -0.38123 0.10830  0.297
C -3.08182 0.53726 0.96522  -0.083
C -4.02919 1.41960 0.48730  -0.993
C -4.39040 1.40763 -0.85027  -0.574
C -3.76386 0.52899 -1.72231  -0.328
C -2.80014 -0.33418 -1.24916  -0.343
I -1.74997 -1.60729 -2.55333  0.181
C 0.72820 -2.92922 1.26285  0.443
O 0.73168 -2.69161 0.02784  -1.208
H 3.58859 -4.80461 1.44745  0.365
H 3.44508 -3.25276 0.59679  0.168
H 2.47137 -4.60941 0.05925  0.302
H 0.92610 -4.02026 4.94033  0.349
H -1.50839 -1.50281 4.51869  0.248
H -0.95606 -2.84821 5.53096  0.374
H -2.44487 -3.76526 3.48357  0.423
H -2.25865 -1.58508 2.36272  0.733
H -2.78587 0.56941 2.00624  0.329
H -4.48806 2.13069 1.16325  0.376
H -5.13727 2.09237 -1.22536  0.411
H -4.01645 0.53189 -2.77125  0.431
N 3.71157 1.91421 1.82978  -0.451
C 3.17516 1.17230 0.79534  0.346
S 3.14320 -0.52267 1.04073  -0.690
N 2.80879 1.83030 -0.26329  -1.060
N 2.31506 1.08195 -1.28939  0.759
C 2.25042 1.62629 -2.45442  -0.388
C 1.79039 0.96806 -3.63554  0.537
C 1.64787 1.73504 -4.79977  -0.663
C 1.20767 1.19589 -5.98336  -0.610
C 0.89909 -0.16403 -6.03512  -0.382
C 1.04284 -0.95068 -4.92602  -0.212
C 1.49280 -0.43868 -3.67382  0.190
O 1.63855 -1.23665 -2.69049  -0.972
H 3.77105 1.41992 2.70566  0.249
H 3.43025 2.88168 1.87896  0.261
H 2.58867 2.66578 -2.56306  0.190
H 1.90028 2.78886 -4.74940  0.296
H 1.09820 1.81344 -6.86318  0.381
H 0.53918 -0.59465 -6.96052  0.376
H 0.81233 -2.00514 -4.96599  0.512
N -0.19630 2.81335 2.18639  0.095
C 0.33112 2.11124 3.23809  -1.330
C 0.61855 0.86589 2.75444  -0.555
N 0.28791 0.79520 1.44393  1.219
C -0.19534 1.96727 1.11166  -0.793
C -0.68212 2.32591 -0.18375  -0.391
N -0.52808 1.62117 -1.27838  0.886
C -1.12487 2.31985 -2.27079  -0.399
C -1.66599 3.47083 -1.77312  -1.316
N -1.37750 3.47483 -0.43718  0.097
H -0.50640 3.77178 2.21432  0.171
H 0.45439 2.55473 4.20599  0.448
H 1.06230 0.02717 3.25715  0.612
H -1.12685 1.95845 -3.27923  0.579
H -2.23743 4.25330 -2.22705  0.425
H -1.66523 4.17707 0.22451  0.189



This record from the OMol25 dataset describes the molecule C4H5N3O at a distorted geometry. The level of theory is wB97M-V/def2-TZVPD.

The energy above the lowest of the compared OMol25 structures with the same formula, charge and spin is 4.6561 eV. The highest occupied orbital energy comes out at -9.770 eV. For the total energy, the calculation gives -10742.9586 eV. As for the charge: 0. Its LUMO energy is 0.0 eV. The largest force on an atom comes out at 4.0 eV/A. As for the SMILES: COc1cnncn1.

Last column: Mulliken charge in e.
Positions of all 13 atoms, in Å:
C -1.06438 0.67867 -1.69200  -0.544
C 0.50369 -0.12119 -0.22298  0.887
C 1.39848 -1.09919 0.22373  -0.310
C -0.09495 0.16379 1.90671  0.018
H -1.13887 1.78346 -1.67140  0.251
H -1.56494 0.71910 -2.89215  0.222
H -1.76540 0.04388 -0.87279  0.290
H 2.27257 -1.55741 -0.39605  0.343
H -0.84036 0.81203 2.56334  0.318
N 1.51466 -1.31928 1.56845  -0.272
N 0.67234 -0.84279 2.46176  -0.368
N -0.23163 0.55007 0.59600  -0.449
O 0.33879 0.18885 -1.57264  -0.385



This record from the OMol25 dataset describes a cluster of 2 separate species, C15H20FN2O4 in total at a distorted geometry. The level of theory is wB97M-V/def2-TZVPD.

The highest occupied orbital energy comes out at -11.849 eV. For the total energy, the calculation gives -29752.9924 eV. As for the charge: +1. Its LUMO energy is -3.9 eV. The largest force on an atom comes out at 7.7 eV/A.

Last column: Mulliken charge in e.
Positions of all 42 atoms, in Å:
C 5.74627 -0.37976 2.07067  -1.050
C 4.25643 -0.38679 1.31088  -0.025
C 4.18729 -1.79889 0.48153  -0.699
C 2.67912 -2.29910 0.07936  -0.452
C 1.52851 -2.03168 1.21476  0.034
N 1.28925 -2.77601 2.54157  -0.120
C 0.08138 -2.18327 3.24914  -0.379
C -0.54337 -0.96211 2.35073  -0.182
N 0.42093 -0.98462 1.17561  0.322
C 0.11929 0.08850 0.12098  0.438
C 1.15839 1.34651 0.48758  -0.856
F 0.37774 -0.35293 -1.27068  -0.345
H 6.49269 -0.94004 1.32816  0.286
H 5.60049 -1.08840 3.01476  0.266
H 6.09370 0.70328 2.34808  0.330
H 4.20493 0.54204 0.56465  0.206
H 3.46942 -0.27042 2.16862  0.130
H 4.74887 -2.67558 1.01908  0.328
H 4.76229 -1.61037 -0.54573  0.284
H 2.74764 -3.48390 -0.05012  0.377
H 2.42613 -1.86320 -0.97840  0.268
H 1.89719 -3.56987 2.88804  0.286
H -0.33239 -2.53096 4.31127  0.345
H -1.45441 -0.24325 2.52307  0.356
H -1.01474 0.44609 0.15183  0.048
H 0.50281 2.31567 0.57162  0.317
H 1.68938 1.13846 1.53424  0.262
H 2.02648 1.41227 -0.29961  0.238
C -4.21956 1.23803 -3.72771  -0.802
C -3.30480 1.40118 -2.76995  0.347
C -3.67919 1.90895 -1.42101  1.016
O -2.81963 2.03049 -0.55532  -0.605
C -5.08920 2.25398 -1.18140  -0.920
C -6.00320 2.09402 -2.14039  0.348
C -5.63329 1.56035 -3.47998  0.861
O -6.49885 1.40710 -4.33525  -0.580
O -7.32961 2.41884 -1.92287  -0.548
O -1.97367 1.10286 -2.99624  -0.570
H -3.96169 0.86774 -4.71194  0.436
H -5.34457 2.63876 -0.20239  0.422
H -7.79022 2.21260 -2.76537  0.356
H -1.51420 1.30340 -2.15187  0.227



This record from the OMol25 dataset describes a cluster of 2 separate species, C5H12O in total at a distorted geometry. The level of theory is wB97M-V/def2-TZVPD.

The energy above the lowest of the compared OMol25 structures with the same formula, charge and spin is 0.9978 eV. The highest occupied orbital energy comes out at -9.917 eV. For the total energy, the calculation gives -7426.3135 eV. As for the charge: 0. Its LUMO energy is 1.1 eV. The largest force on an atom comes out at 1.6 eV/A. As for the SMILES: CC=O.CCC.

Last column: Mulliken charge in e.
Positions of all 18 atoms, in Å:
C -1.74261 -1.94161 2.00456  -1.089
C -0.28656 -2.06819 2.39997  -0.279
C 0.61706 -1.09773 1.59723  -1.052
H -2.12437 -0.97942 2.34900  0.306
H -2.40261 -2.65294 2.50676  0.329
H -1.83106 -2.16128 0.94219  0.287
H 0.09802 -3.09150 2.31499  0.297
H -0.13172 -1.88081 3.46843  0.281
H 1.61277 -1.08673 2.03811  0.327
H 0.76930 -1.51713 0.60533  0.288
H 0.11222 -0.13807 1.57631  0.307
O 1.43988 2.14193 -1.53529  -0.459
C 1.20633 2.90281 -2.44249  0.105
C 0.40830 2.51180 -3.63353  -0.790
H 1.74951 3.86069 -2.37239  0.344
H 0.12219 3.38036 -4.22006  0.289
H -0.53058 2.03632 -3.33606  0.254
H 0.91391 1.78151 -4.26304  0.254



This record from the OMol25 dataset describes a cluster of 2 separate species, C5H9NO2 in total at a distorted geometry. The level of theory is wB97M-V/def2-TZVPD.

The energy above the lowest of the compared OMol25 structures with the same formula, charge and spin is 4.2460 eV. The highest occupied orbital energy comes out at -7.962 eV. For the total energy, the calculation gives -10912.3296 eV. As for the charge: 0. Its LUMO energy is 0.3 eV. The largest force on an atom comes out at 1.6 eV/A.

Last column: Mulliken charge in e.
Positions of all 17 atoms, in Å:
C -1.49668 -0.92022 0.66356  -1.301
C 1.72963 -0.41575 -0.78315  -0.027
C -0.98308 0.16431 -0.25100  0.505
C -0.42960 1.24418 0.22178  0.209
N -1.24512 -0.04939 -1.61157  -0.504
C 0.08345 2.32718 0.72300  -0.951
O 1.43657 -1.66690 -0.62497  -0.198
O 2.46950 0.13315 0.13001  -0.185
H 2.71850 -0.43664 0.90045  0.192
H 1.76447 -2.09421 0.20845  0.197
H -0.79452 0.64581 -2.19383  0.299
H -0.97838 -0.97886 -1.91425  0.277
H -1.09796 -1.89199 0.35123  0.301
H -2.58692 -0.95835 0.60382  0.341
H -1.20612 -0.71662 1.69858  0.323
H -0.52503 3.19047 0.96361  0.269
H 1.14128 2.42383 0.91428  0.254



This record from the OMol25 dataset describes a cluster of 2 separate species, C5H13NO in total at a distorted geometry. The level of theory is wB97M-V/def2-TZVPD.

The energy above the lowest of the compared OMol25 structures with the same formula, charge and spin is 0.2303 eV. The highest occupied orbital energy comes out at -9.740 eV. For the total energy, the calculation gives -8933.7806 eV. As for the charge: 0. Its LUMO energy is 0.9 eV. The largest force on an atom comes out at 1.0 eV/A. As for the SMILES: CCC(N)=O.CC.

Last column: Mulliken charge in e.
Positions of all 20 atoms, in Å:
C -1.01203 1.90660 3.05144  -0.888
C -1.60258 1.76212 1.65546  -0.717
H -1.62785 1.44734 3.82213  0.290
H -0.05523 1.37881 3.06665  0.260
H -0.74671 2.92732 3.30153  0.287
H -2.50689 2.33726 1.42488  0.333
H -1.97058 0.73015 1.57334  0.201
H -0.92134 2.03354 0.84913  0.236
C 0.08002 -0.75025 -1.77174  -0.083
C -0.07299 -1.91997 -0.79210  -1.175
C 1.54052 -0.36135 -1.92453  0.415
O 1.93966 0.78336 -1.83412  -0.626
N 2.41622 -1.37586 -2.17571  -0.354
H -0.35899 -0.92081 -2.75431  0.274
H -0.36306 0.12050 -1.32482  0.120
H 0.55635 -1.76038 0.08729  0.336
H 0.18007 -2.89188 -1.22145  0.360
H 3.37794 -1.09019 -2.27682  0.235
H 2.26213 -2.35986 -2.29265  0.173
H -1.11465 -1.99643 -0.46360  0.322



This record from the OMol25 dataset describes the molecule C5H8N2S at a distorted geometry. The level of theory is wB97M-V/def2-TZVPD.

The energy above the lowest of the compared OMol25 structures with the same formula, charge and spin is 2.5786 eV. The highest occupied orbital energy comes out at -8.462 eV. For the total energy, the calculation gives -19127.8427 eV. As for the charge: 0. Its LUMO energy is 0.9 eV. The largest force on an atom comes out at 1.9 eV/A. As for the SMILES: C=C[C@H]1CC(=S)N1N.

Last column: Mulliken charge in e.
Positions of all 16 atoms, in Å:
C 0.62802 0.33205 -0.45303  0.138
C 1.07117 0.82091 0.97971  -0.540
C 0.63745 -0.55384 1.40168  0.126
C -0.48486 1.14378 -1.04612  -0.414
C -1.78883 1.04018 -0.89262  -0.719
H 0.47103 -2.82710 0.07012  0.253
H -0.96702 -2.27655 -0.37886  0.222
H 1.44996 0.16668 -1.15336  0.349
H 0.53833 1.69228 1.40611  0.260
H 2.10255 0.98132 1.06124  0.295
H -0.14533 1.98154 -1.68405  0.292
H -2.32845 0.27541 -0.28453  0.215
H -2.40296 1.80222 -1.38798  0.258
N 0.01486 -2.10960 -0.43216  -0.876
N 0.27817 -0.90087 0.14314  0.530
S 0.92593 -1.56841 2.65073  -0.389



This record from the OMol25 dataset describes the molecule C8H12N4 at a distorted geometry. The level of theory is wB97M-V/def2-TZVPD.

The energy above the lowest of the compared OMol25 structures with the same formula, charge and spin is 4.5021 eV. The highest occupied orbital energy comes out at -8.072 eV. For the total energy, the calculation gives -14447.0498 eV. As for the charge: 0. Its LUMO energy is 1.0 eV. The largest force on an atom comes out at 5.2 eV/A. As for the SMILES: CN1Cc2cccc(N)c2N1N.

Last column: Mulliken charge in e.
Positions of all 24 atoms, in Å:
C 2.52089 1.27250 -0.20232  -0.426
C 1.31766 1.92960 -0.30855  -1.073
C 2.65318 -0.11648 -0.08441  -0.567
C 0.21341 1.10498 -0.19092  1.302
C 0.37657 -0.27370 0.01317  0.604
C 1.58007 -0.99654 0.08347  0.071
C -1.26449 1.43094 -0.43412  -1.187
C -2.54245 0.27007 1.33431  -0.776
N -1.18883 -0.94933 -0.08209  -0.174
N -2.00384 0.23962 -0.05913  -0.100
N 1.79687 -2.29467 0.46978  -0.528
N -1.27123 -1.69090 -1.31677  -0.603
H 3.50032 1.90630 -0.34652  0.206
H 1.38482 2.92963 -0.42575  0.573
H 3.69914 -0.65983 0.00012  0.139
H -1.54809 2.26948 0.03206  0.510
H -1.53768 1.52033 -1.44668  0.263
H -1.82149 -0.07859 2.20272  0.216
H -2.83166 1.21613 1.41874  0.447
H -3.43772 -0.45714 1.38770  0.233
H 1.00726 -2.83857 0.64841  0.217
H 2.75475 -2.45449 0.82255  0.197
H -1.20512 -1.12932 -2.09534  0.191
H -2.15235 -2.15001 -1.42045  0.264



Computed values of HOMO-LUMO gap (unit: eV) for the preceding records, in sequence: 6.05 9.79 7.96 10.98 8.30 10.59 9.39 9.08.